Record 1
A 2-piece molecular cluster, C5H9NO overall, computed with ωB97M-V/def2-TZVPD.

Values from the calculation:
SMILES = C=NC=O.C=CC
E_LUMO = 0.612 eV
Frontier orbital gap = 10.18 eV
Net charge = 0
HOMO = -9.56 eV

Structure (XYZ):
```
16
Properties=species:S:1:pos:R:3:lowdin_charge:R:1
C -1.3972 0.3854 1.2911 -0.12
C -1.3675 0.8385 -0.1260 -0.26
C -0.4074 1.6035 -0.6360 -0.04
H -2.1033 0.3813 -0.7770 0.09
H -0.6695 0.9146 1.8975 0.07
H -2.3830 0.5471 1.7175 0.07
H -1.1580 -0.6809 1.3431 0.07
H 0.3028 2.1143 -0.0030 0.06
H -0.4031 1.8849 -1.6746 0.05
C 0.9924 -1.4330 -1.5434 -0.39
C 1.7651 -0.8120 0.6565 0.00
N 1.5263 -0.6667 -0.5679 0.05
O 1.5024 -2.3798 -2.0823 0.05
H 0.0395 -0.9815 -1.8944 0.12
H 1.3819 -1.6445 1.2445 0.09
H 2.3787 -0.0715 1.1544 0.08
```

***

Record 2
A 2-piece molecular cluster, C2H3IN2O2 overall, computed with ωB97M-V/def2-TZVPD.

Values from the calculation:
E_LUMO (alpha / beta) = -0.055 / -1.167 eV
Frontier orbital gap (alpha / beta) = 7.10 / 8.09 eV
Net charge = 0
Multiplicity = 3
HOMO (alpha / beta) = -7.16 / -9.26 eV

Structure (XYZ):
```
10
Properties=species:S:1:pos:R:3:lowdin_charge:R:1
C -0.2512 -1.9926 -0.0095 -0.21
C -0.7633 0.2204 -0.4647 -0.57
N 1.3032 1.1601 0.0792 -0.24
N 0.0066 1.2502 -0.0511 -0.15
O 1.9673 2.1563 0.3187 -0.01
O 0.5748 -2.8027 0.2309 0.02
I -2.8458 0.1381 0.0675 0.71
H -1.2837 -2.3474 -0.3898 0.04
H 1.6796 0.0563 -0.0431 0.25
H -0.3875 2.1613 0.2621 0.16
```

***

Short version: largest force on an atom = 0.0316; 0.1267 hartree/bohr, in the order given.